[1]
C51H54Cl4N4O7SZr | wB97M-V/def2-TZVPD

The geometry in XYZ format:
```
122
Properties=species:S:1:pos:R:3:forces:R:3:mulliken_charge:R:1
H -2.41176 -0.14931 -3.36271 -0.005 -0.002 -0.009 0.283
Cl 4.87084 4.17027 3.43565 0.006 -0.005 0.004 -0.267
H -5.51642 -1.26462 3.55947 0.009 0.009 0.002 0.468
H -5.72370 0.90873 3.15047 0.006 -0.004 0.000 0.407
C 1.05389 5.62444 -0.55422 0.031 -0.019 0.015 -0.943
C 4.30877 1.61887 -2.83720 0.003 0.049 -0.058 -1.100
C 3.85010 -1.50864 -3.47922 0.024 -0.010 0.042 -1.207
C -2.55548 -2.50775 0.96183 0.011 -0.017 0.037 -1.039
H -2.45184 3.05441 2.32531 0.021 -0.012 0.005 -0.002
C -3.75121 0.58353 2.48310 -0.019 -0.091 -0.054 0.648
H 6.54541 -0.76127 5.64788 0.001 -0.018 0.009 0.433
O -0.61949 1.63541 -0.03511 -0.560 0.031 -0.061 2.640
C -3.89950 -0.79466 2.24540 -0.008 0.098 -0.003 0.254
H 5.90787 0.88186 5.48581 -0.003 0.015 -0.004 0.322
H -3.20770 -3.29476 1.31956 0.015 -0.016 -0.004 0.274
S 0.59544 -2.14745 3.20389 -0.003 0.057 -0.066 1.638
H -3.11716 4.94077 0.79629 0.001 -0.005 0.016 0.241
H -2.19136 6.27866 0.12235 0.007 -0.015 -0.002 0.276
H 6.59885 0.06481 4.08660 -0.030 -0.034 0.071 0.286
C 4.41199 0.65072 1.54747 -0.076 0.020 -0.048 0.988
H 3.24108 -3.23145 2.93838 0.000 -0.009 0.013 0.391
H -4.96067 3.04336 1.89823 0.006 -0.014 -0.001 0.293
C 3.18522 0.74640 -2.36896 -0.095 0.002 -0.069 1.210
H -4.09127 3.46938 3.37047 0.004 0.002 0.002 0.215
C 0.38236 4.30056 -0.32185 -0.015 0.016 0.051 0.137
H 0.42276 -4.42042 -3.79584 0.004 0.001 0.002 0.192
C -0.89105 1.80282 -1.36928 0.226 0.012 0.002 -0.980
Zr 0.24858 -0.42066 0.81024 0.377 -0.006 -0.332 -1.682
C 5.50717 1.60875 -1.88544 0.009 -0.013 -0.003 -0.777
H -6.88902 -2.54768 1.91909 -0.002 -0.004 -0.008 0.386
H 3.19204 -0.73833 -5.39598 0.008 0.003 0.002 0.297
H 5.20815 1.93826 -0.88772 0.000 0.010 -0.025 -0.059
H 0.73927 -6.16255 -3.80867 -0.004 -0.006 0.008 0.399
H 2.13618 5.45337 -0.56326 -0.004 -0.003 0.006 0.302
O 0.91695 1.24693 2.01326 -0.031 0.265 -0.176 -0.972
H -5.83015 3.24789 3.42531 0.003 -0.002 0.003 0.495
O -1.81190 0.96189 -1.79932 -0.016 0.013 0.033 -0.085
H 0.85671 6.33159 0.25120 -0.019 0.001 -0.004 0.362
C 4.64551 -0.63746 4.63199 0.024 -0.034 0.044 1.195
H 3.93643 -2.34521 -5.50385 0.006 -0.002 0.006 0.435
Cl 1.73194 3.79171 3.39947 -0.017 0.008 -0.001 -0.310
H -0.33366 5.85184 1.70629 -0.019 0.017 -0.004 0.615
O 0.15586 -3.24665 4.01868 0.012 0.030 -0.026 -0.838
H 6.30958 2.26489 -2.23681 0.002 0.004 -0.008 0.507
C 3.29431 -1.70244 -4.89253 -0.023 0.002 -0.029 -1.253
C -2.05541 2.29567 1.67164 0.037 0.028 0.034 -0.978
C -2.56990 0.96474 1.83319 0.026 0.065 -0.156 -0.711
H -0.73682 0.47591 -3.49057 -0.010 -0.022 0.010 0.221
H -1.24839 4.63965 2.53773 -0.001 -0.015 -0.003 0.459
H -2.82042 6.38464 1.77377 0.013 0.006 -0.002 0.407
Cl 6.70728 1.98495 2.13209 0.015 0.067 -0.065 -0.219
H 3.97348 -2.48777 -3.00370 -0.004 -0.006 -0.006 0.405
C 2.12586 1.15180 -1.57668 0.162 -0.023 0.093 -1.110
O 0.80485 -2.47250 1.77175 0.050 -0.199 -0.004 -0.229
C -2.80872 -1.18637 1.46385 0.061 -0.025 -0.040 -0.154
H 4.85698 -1.08315 -3.54311 -0.005 0.010 -0.008 0.441
C -2.07434 -5.41481 0.06432 0.018 0.000 0.019 -1.172
C 5.99839 -0.08363 4.98768 0.014 -0.012 -0.025 -1.603
H 0.23135 -6.24500 -1.33921 -0.007 0.001 -0.011 0.380
H 1.18808 7.15488 -2.10276 0.004 -0.001 0.004 0.464
C 2.77418 2.61487 2.66629 -0.037 -0.066 -0.013 0.639
H 5.90732 0.59903 -1.77272 -0.015 0.042 -0.025 0.182
C -3.23385 -5.69130 -0.89513 -0.043 0.012 -0.005 -1.128
C 0.79285 3.18846 -1.22106 0.021 0.012 0.016 1.027
C 1.33000 -2.33494 -1.87660 -0.013 -0.042 0.015 -1.298
C 0.17918 -5.36645 -3.31077 -0.002 0.005 -0.035 -1.109
H -1.42304 -6.29181 0.12142 -0.007 -0.004 -0.045 0.499
H -0.42725 6.44913 -1.91215 0.003 0.007 0.008 0.253
H -0.88635 -5.54956 -3.46435 -0.002 0.001 0.008 0.249
N 1.27644 0.09133 -1.29440 -0.012 -0.050 0.120 1.399
H 3.55039 1.02011 5.42896 0.000 0.004 0.007 0.220
H 1.58767 -5.19122 -1.68899 0.001 0.004 -0.001 0.353
C -1.12958 2.68541 0.78491 0.056 0.064 -0.031 0.503
C 3.48461 0.06126 4.92650 -0.026 0.004 0.014 -0.356
C 3.31262 -2.33080 3.53451 0.015 0.040 -0.013 -0.544
H 1.34446 0.17157 4.67491 -0.005 -0.009 0.015 0.291
C 0.24195 -2.77314 -1.20909 -0.080 0.040 -0.152 0.897
O -0.23735 -0.93759 3.18245 -0.086 -0.019 0.175 -0.575
H 4.63457 1.30543 -3.83615 0.012 -0.004 0.005 0.417
C -4.90923 2.86774 2.97456 -0.020 0.034 -0.020 -1.349
C 2.19409 1.50161 2.07729 0.014 0.011 0.047 -0.971
N -0.24966 2.65026 -2.04092 -0.062 -0.021 -0.011 -0.788
C -0.54448 4.02529 0.61727 0.023 -0.049 -0.027 1.116
C 2.16541 -1.60228 3.81925 -0.013 -0.066 0.075 -0.062
C 0.50682 -5.30029 -1.81676 -0.017 0.015 0.034 -1.075
H -3.88730 -4.81924 -0.95856 0.003 0.001 0.002 0.243
H -6.49110 -0.95172 1.25274 -0.007 0.004 0.013 0.284
C 4.98023 1.79221 2.13297 0.053 0.002 -0.012 0.371
N -0.63597 -1.98076 -0.46580 0.141 -0.065 0.192 0.365
H 5.44359 -2.38233 3.66886 -0.001 0.006 0.014 0.325
C -0.18445 -4.17080 -1.12207 0.014 -0.006 -0.038 0.409
C -1.56543 -2.84643 0.10062 -0.036 0.016 -0.046 0.704
H -2.46713 -5.26459 1.07228 0.019 -0.004 0.013 0.369
C -5.02522 -1.68334 2.67572 0.009 -0.019 0.033 -1.432
C 2.24256 -0.41122 4.51777 0.038 0.018 0.007 -0.165
H 3.94329 2.64485 -2.94691 0.003 0.002 0.005 0.429
Cl 5.39644 -0.59410 0.85838 0.015 -0.051 0.032 -0.269
C -1.76301 0.70715 -3.20135 0.027 0.016 -0.043 -0.793
C -1.08625 5.07963 1.55305 0.056 0.014 0.010 -1.496
H 0.84387 5.52655 -2.70768 0.003 -0.003 0.002 0.263
C -4.74535 1.38045 3.28736 -0.010 -0.011 0.026 -0.327
H 1.92747 -3.08317 -2.38493 -0.017 -0.005 -0.008 0.246
H -5.60855 -2.36936 0.70428 0.013 0.005 0.003 0.198
H 2.29974 -2.15136 -4.84916 -0.002 -0.003 0.008 0.186
H -4.52462 1.27201 4.35714 0.012 0.014 -0.005 0.289
C 0.64270 6.23018 -1.89791 -0.012 0.011 -0.030 -1.290
C 3.03265 0.49053 1.51473 0.060 -0.011 0.015 0.534
C 1.92948 2.51182 -1.06340 -0.017 0.059 0.014 -1.513
C 4.17075 2.76244 2.69535 0.016 0.037 0.011 0.164
C -1.27185 -4.21735 -0.33241 -0.015 -0.007 -0.040 0.540
H -2.11348 1.57509 -3.76245 -0.003 -0.009 0.003 0.295
H 2.69382 2.94558 -0.42100 -0.002 -0.001 -0.002 0.480
C 4.54136 -1.84533 3.94060 -0.014 -0.035 0.000 -0.891
H -3.83267 -6.54556 -0.56729 0.003 0.000 0.004 0.401
H -2.86356 -5.89908 -1.90111 0.013 0.000 0.002 0.211
C 2.99386 -0.62505 -2.62589 0.032 0.035 0.073 0.498
N -1.98823 -0.12951 1.21459 -0.109 -0.049 0.317 0.726
O 2.40126 -0.53764 1.04274 -0.076 -0.051 0.086 -0.825
C -6.06993 -1.90588 1.57829 -0.019 -0.002 -0.015 -1.058
H -4.62745 -2.65269 2.99442 -0.007 -0.006 -0.015 0.416
C -2.37997 5.70937 1.03526 -0.047 0.017 -0.007 -1.329
C 1.83353 -0.98843 -1.94747 -0.084 -0.080 0.001 -0.029
```
Positions in Å, forces in eV/Å.

For the HOMO energy, the calculation gives -0.577 eV. The total charge is -2. Its orbital gap is 4.70 eV. Its largest force on an atom is 0.564 eV/Å.

***

[2]
C15H38As3N6O3Pd | wB97M-V/def2-TZVPD

The geometry in XYZ format:
```
66
Properties=species:S:1:pos:R:3:forces:R:3:nbo_charge:R:1
H 2.60837 1.34161 2.15387 -0.022 0.008 0.018 0.283
C 2.74677 -1.79914 0.53652 -0.020 0.037 -0.026 -0.747
H -0.55539 3.80907 -1.07053 0.000 0.003 -0.005 0.215
C -1.58151 -2.23907 -2.04802 0.016 0.011 0.005 -0.927
H 4.94902 -2.39646 3.69870 -0.005 0.001 0.008 0.261
H 3.57311 3.16430 -0.16798 -0.007 0.018 0.014 0.291
N -5.61877 -2.84069 0.35243 -0.022 0.052 -0.087 -0.566
H -1.09646 -1.98268 -2.98779 0.008 -0.005 -0.002 0.255
C -4.05165 -0.11936 1.54871 0.157 -0.091 0.268 0.167
H 6.07475 -0.23770 2.10799 0.007 0.006 -0.009 0.272
N -3.08952 -0.62535 0.76444 -0.154 0.205 -0.429 -0.326
H -4.65902 3.73012 -1.99896 0.004 -0.007 -0.007 0.267
O -3.42633 1.37360 -1.85586 0.070 -0.116 -0.134 -0.641
H -5.12309 -3.69111 0.11431 -0.005 -0.013 0.035 0.410
H -6.32561 -2.95914 1.07005 0.018 -0.027 0.013 0.423
C 1.22605 -1.67048 -1.51185 -0.018 0.151 0.034 -0.697
H 3.49723 -3.24059 3.17527 -0.001 0.002 0.006 0.242
N -3.56776 -1.74657 0.23093 0.002 0.003 0.003 -0.061
H 1.22998 -2.74347 -1.73153 0.048 0.003 -0.027 0.264
C 3.63879 -1.90062 -1.83688 0.016 -0.032 0.069 -0.614
H -4.69306 5.02340 -0.14004 -0.005 0.004 -0.004 0.452
H -1.25417 2.47390 -2.04852 0.009 0.004 0.041 0.237
H 0.95385 0.68933 2.08905 -0.001 -0.018 -0.037 0.269
As -0.50165 -1.54184 -0.59547 -0.051 -0.109 -0.071 1.142
H 2.16103 -1.19489 1.24169 0.018 0.003 0.018 0.187
H 5.65250 0.15951 0.45946 -0.007 0.012 0.002 0.227
H -4.16526 3.72284 0.76125 0.000 0.002 0.001 0.466
H 0.44244 2.92173 -2.25807 0.015 -0.017 0.010 0.203
H 3.64945 -2.98483 -1.72298 -0.001 -0.003 -0.017 0.248
C 2.56101 3.23699 -0.57151 -0.010 -0.017 0.005 -0.988
C 4.05548 -2.30977 3.08233 0.002 -0.008 0.004 -0.953
O -0.03628 1.88566 -0.47150 0.082 -0.458 -0.784 -0.836
C -0.36984 2.84700 -1.53934 -0.094 -0.068 -0.106 -0.259
H 4.50462 0.48509 1.80200 -0.009 -0.039 0.001 0.181
N -4.75212 -1.85589 0.72420 0.002 -0.015 0.130 0.222
O -2.98494 2.21206 0.16748 0.298 -0.137 0.091 -0.819
As 1.69877 1.58422 -0.14404 0.410 0.411 0.797 1.906
N -4.88426 4.04875 0.09655 0.018 -0.004 0.010 -0.682
C 1.60409 1.49853 1.76229 -0.019 -0.114 -0.041 -0.980
H -2.58115 -1.81854 -2.02914 0.033 -0.015 -0.001 0.270
C 5.24490 -0.21133 1.40106 0.032 0.017 0.012 -0.982
H 2.03535 4.05256 -0.07790 0.012 0.014 -0.008 0.277
H 4.64089 -1.54098 -1.60076 0.002 0.000 0.005 0.238
H -5.73124 2.58680 -1.19755 0.002 -0.004 -0.006 0.267
As 4.61489 -2.06819 1.22600 -0.013 -0.015 0.003 0.955
N -5.11911 -0.89310 1.54464 0.015 -0.050 0.004 -0.219
H 1.21000 2.45513 2.10228 0.016 0.003 0.014 0.277
H 2.62399 3.41294 -1.64301 -0.004 -0.045 -0.007 0.279
H -0.05533 -3.78147 0.40146 0.000 -0.005 0.005 0.261
H 0.09634 -2.52468 1.65271 -0.006 0.003 0.007 0.257
C -3.64060 2.14465 -0.94075 -0.142 0.157 0.056 0.752
H 2.34505 -2.81486 0.58554 -0.027 0.004 0.011 0.236
C -4.79777 3.13585 -1.09984 -0.012 -0.003 0.019 -0.348
H 1.07960 -1.16407 -2.47014 -0.019 -0.003 0.001 0.245
H 3.70862 0.51772 -0.42458 0.127 -0.126 -0.160 0.288
C -0.49103 -2.86771 0.80549 0.019 0.014 -0.022 -0.938
C 2.57742 -1.28505 -0.89905 0.030 -0.018 0.012 -0.079
H 2.92793 0.56128 -2.02071 0.013 0.011 -0.001 0.271
H -3.94646 0.76147 2.15583 -0.038 0.051 -0.082 0.249
H 3.45191 -1.47929 3.45132 -0.001 0.007 -0.016 0.207
H -5.79967 4.02146 0.54829 -0.005 -0.002 0.003 0.454
H -1.63047 -3.32280 -1.94735 -0.015 -0.001 -0.016 0.261
H 3.42787 -1.66294 -2.88095 0.006 0.003 0.001 0.226
C 2.81296 0.22235 -0.98836 -0.479 0.266 -0.067 -0.702
H -1.51309 -3.06114 1.11686 -0.015 -0.001 -0.004 0.259
Pd -1.58238 0.49588 -0.01006 -0.283 0.100 0.439 0.742
```
Positions in Å, forces in eV/Å.

For the HOMO energy (alpha / beta), the calculation gives -15.622 / -15.622 eV. The total charge is +3. Its orbital gap (alpha / beta) is 6.06 / 6.06 eV. Its largest force on an atom is 0.986 eV/Å.